This record from OMol25 describes a molecular structure, C19H28AsBrIRuS at a distorted geometry. The level of theory is ωB97M-V/def2-TZVPD.

The geometry in XYZ format:
```
52
Properties=species:S:1:pos:R:3
Ru 0.113 -0.312 0.266
C -0.008 -2.481 1.832
C 0.446 -2.874 0.529
C 1.646 -2.168 0.256
C 1.960 -1.355 1.405
C 0.952 -1.582 2.387
C 0.933 -1.111 3.793
C 3.297 -0.735 1.637
C 2.515 -2.330 -0.952
C -0.125 -3.937 -0.337
C -1.158 -3.029 2.585
H -0.032 -0.665 4.046
H 1.725 -0.398 4.004
H 1.067 -1.969 4.459
H 3.613 -0.104 0.806
H 4.036 -1.536 1.733
H 3.329 -0.159 2.559
H 2.354 -1.528 -1.676
H 2.309 -3.272 -1.456
H 3.568 -2.301 -0.673
H -0.189 -3.623 -1.379
H -1.113 -4.246 -0.005
H 0.531 -4.812 -0.315
H -1.780 -2.225 2.986
H -0.794 -3.601 3.444
H -1.776 -3.684 1.978
Br 0.543 0.110 -5.000
C -1.201 0.750 -4.629
C -1.807 1.617 -5.525
C -3.088 2.085 -5.277
C -3.772 1.696 -4.135
C -3.172 0.842 -3.223
C -1.894 0.378 -3.481
I -1.033 -1.013 -2.116
H -1.275 1.924 -6.415
H -3.557 2.754 -5.985
H -4.777 2.049 -3.948
H -3.704 0.532 -2.334
C 0.345 2.798 -0.504
As -0.233 2.612 1.346
C 1.375 2.451 2.411
C -1.135 4.223 1.909
S -1.507 0.910 1.633
H 0.910 3.723 -0.615
H -0.525 2.826 -1.156
H 0.991 1.954 -0.770
H 2.019 3.311 2.230
H 1.889 1.533 2.139
H 1.095 2.420 3.462
H -0.458 5.072 1.824
H -1.431 4.091 2.949
H -2.019 4.391 1.299
```

The calculation puts the HOMO energy (spin up / spin down) at -14.33 / -14.33 eV. As for the spin multiplicity: 2. As for the expectation value of S²: 1.049. As for the net charge: +2. The calculation puts the energy at -172540.45422 eV. For the gap between HOMO and LUMO (spin up / spin down), the calculation gives 0.222 / 0.258 Eh.